Entry w
Entry from the OMol25 dataset: a structure of composition C4H6N2O2 (ωB97M-V/def2-TZVPD).

Its charge is 0.

Cartesian coordinates (Å):
1 C -2.7939 -0.4843 0.0758
2 C -1.8134 0.3920 0.2769
3 C 1.0881 -1.3542 -0.2462
4 C 0.4379 1.5536 -0.0493
5 H -2.6118 -1.2936 -0.5590
6 H -3.6205 -0.1996 0.6032
7 H -2.2199 1.3878 0.5998
8 H 1.8133 -1.9733 -0.7469
9 H -0.4308 2.6117 -0.1787
10 H 2.2252 2.1862 -0.2697
11 N -0.3271 0.3083 0.1338
12 N 1.7298 1.2834 -0.1252
13 O -0.0098 -0.6972 -0.8430
14 O 1.6989 -1.1158 0.8615

These are the Mulliken partial charges, in e, on atoms 1 to 5: number 1, C, carries -0.736; number 2, C, carries -0.002; number 3, C, carries 0.136; number 4, C, carries 0.023; number 5, H, carries 0.321

Entry x
Entry from the OMol25 dataset: the molecule C4H6N2O2 (ωB97M-V/def2-TZVPD).

Its charge is 0.

Cartesian coordinates (Å):
1 C -1.3129 -0.4091 0.2877
2 C -0.2212 0.4079 0.7361
3 C 2.1018 -0.2290 -0.0346
4 C 0.0054 -0.7491 -0.3019
5 H -3.0675 -0.3871 -0.6501
6 H -2.0128 -0.8355 1.1633
7 H 0.0880 0.2042 1.8360
8 H -0.0543 1.7645 -0.7281
9 H 3.1564 -0.6707 -0.1387
10 H 0.0360 -0.4711 -1.4237
11 N 0.5021 1.4903 0.1078
12 N 1.8152 1.0007 -0.3533
13 O -2.3519 0.2139 -0.4587
14 O 1.3159 -1.3298 -0.0418

These are the Mulliken partial charges, in e, on atoms 1 to 5: number 1, C, carries 0.058; number 2, C, carries -0.267; number 3, C, carries -0.002; number 4, C, carries -0.169; number 5, H, carries 0.331

In terms of stability, entry w leads; the second structure lies 0.074 eV higher.

Entry w
Entry from the OMol25 dataset: the molecule C4H6N2O2 (ωB97M-V/def2-TZVPD).

Its charge is 0.

Cartesian coordinates (Å):
1 C 1.2052 -0.0511 0.0164
2 C 1.1112 1.3838 -0.1565
3 C -0.3170 1.7269 0.1386
4 C -0.1084 -0.5085 -0.2021
5 H 3.3027 -0.3807 0.6691
6 H 2.2277 -1.6892 0.0919
7 H 1.7095 2.3756 -0.2003
8 H -0.6484 2.8181 0.3137
9 H -2.3036 -0.6353 1.1136
10 H -1.2663 -2.1483 -0.6797
11 N 2.5401 -0.7784 0.0902
12 N -0.9946 0.4956 -0.2636
13 O -2.3735 0.0467 0.1307
14 O -0.7747 -1.7552 0.0102

These are the Mulliken partial charges, in e, on atoms 1 to 5: number 1, C, carries 0.234; number 2, C, carries -0.464; number 3, C, carries -0.361; number 4, C, carries 0.214; number 5, H, carries 0.230

Entry x
Entry from the OMol25 dataset: a cluster of 2 separate species, C4H6N2O2 in total (ωB97M-V/def2-TZVPD).

Its charge is 0.

Cartesian coordinates (Å):
1 C -0.4352 1.1359 0.8279
2 C -0.6586 0.3808 -1.8044
3 C 0.5469 -1.4845 0.8662
4 C 0.6791 0.7703 0.2529
5 N -1.3498 1.7603 1.3598
6 N 0.0374 -0.4617 -2.2090
7 O -1.3846 1.2384 -1.5981
8 O 1.3497 -0.4471 0.3531
9 H 1.3459 -2.2427 1.0441
10 H -0.2152 -1.9555 0.2424
11 H 0.2654 -1.0784 1.8336
12 H 1.3666 1.5642 -0.0177
13 H -2.2819 1.9853 0.8288
14 H 0.7344 -1.1653 -1.9795

These are the Mulliken partial charges, in e, on atoms 1 to 5: number 1, C, carries 0.462; number 2, C, carries 0.637; number 3, C, carries -0.843; number 4, C, carries -0.435; number 5, N, carries -0.550

In terms of stability, entry x leads; the second structure lies 2.829 eV higher.

Entry w
Entry from the OMol25 dataset: the molecule C4H6N2O2 (ωB97M-V/def2-TZVPD).

Its charge is 0.

Cartesian coordinates (Å):
1 C 0.7464 0.0635 -0.5405
2 C -1.8912 -0.6288 -0.2077
3 C -2.4675 0.5668 0.2769
4 C 2.0113 -0.8366 0.0854
5 H 2.2059 2.5286 0.5233
6 H -0.2015 -1.7696 -0.2977
7 H -2.4687 -1.4673 -0.6655
8 H -3.5573 0.3466 0.5221
9 H -1.8913 1.4812 0.6856
10 H 3.0949 -0.4295 0.2888
11 N 0.7006 1.2899 -0.3014
12 N -0.3783 -0.7473 -0.4258
13 O 2.1705 1.6893 -0.1056
14 O 1.9261 -2.0869 0.1621

These are the Mulliken partial charges, in e, on atoms 1 to 5: number 1, C, carries 0.389; number 2, C, carries -0.135; number 3, C, carries -0.622; number 4, C, carries 0.177; number 5, H, carries 0.324

Entry x
Entry from the OMol25 dataset: a structure of composition C4H6N2O2 (ωB97M-V/def2-TZVPD).

Its charge is 0.

Cartesian coordinates (Å):
1 C 1.5294 -0.6931 0.8665
2 C 0.1304 0.9373 -0.6558
3 C -1.0140 0.0502 0.0675
4 C 0.4218 0.1978 0.5013
5 N -1.6372 -1.1646 -0.2195
6 O -1.6865 1.2243 0.3947
7 O 0.9260 1.1529 -1.7339
8 N -0.4101 1.9199 0.2932
9 H 0.6261 1.9746 -2.1545
10 H -1.8774 -1.7044 0.6052
11 H -2.4436 -1.0738 -0.8252
12 H 2.4967 -0.2297 0.6653
13 H 1.4629 -1.6140 0.2747
14 H 1.4755 -0.9773 1.9204

These are the Mulliken partial charges, in e, on atoms 1 to 5: number 1, C, carries -1.210; number 2, C, carries 0.299; number 3, C, carries 0.149; number 4, C, carries 0.576; number 5, N, carries -0.489

Entry y
Entry from the OMol25 dataset: the molecule C4H6N2O2 (ωB97M-V/def2-TZVPD).

Its charge is 0.

Cartesian coordinates (Å):
1 C 0.0013 0.9952 0.4128
2 C -1.4789 0.3659 0.0900
3 C -1.3925 -1.1698 -0.4787
4 C 0.9866 -0.7808 -0.4173
5 H 2.3265 1.0290 0.3539
6 H 0.5909 1.4325 -0.6746
7 H 0.1729 1.8040 1.2272
8 H -2.3293 -1.1929 -1.1354
9 H -1.4478 -1.7847 0.6670
10 H 2.0816 -0.6045 -0.9511
11 N 0.8014 -0.2413 0.9458
12 N 0.0600 -1.4407 -1.0732
13 O 2.0724 0.4281 1.1949
14 O -2.4450 1.1599 -0.1612

These are the Mulliken partial charges, in e, on atoms 1 to 5: number 1, C, carries -0.421; number 2, C, carries 0.320; number 3, C, carries -0.435; number 4, C, carries 0.210; number 5, H, carries 0.346

In terms of stability, entry w leads; the second structure lies 0.977 eV higher.

Entry w
Entry from the OMol25 dataset: a structure of composition C4H6N2O2 (ωB97M-V/def2-TZVPD).

Its charge is 0.

Cartesian coordinates (Å):
1 C 1.7409 -0.3132 0.0541
2 C 1.0152 0.8935 -0.5281
3 C -0.2104 1.4950 -0.2532
4 C -1.2383 0.8367 0.5972
5 H 1.2347 -2.1506 0.9757
6 H 0.0733 -1.4129 -0.7157
7 H 1.7714 1.4599 -1.0486
8 H -0.4460 2.4758 -0.7652
9 H -1.3640 1.4174 1.5447
10 H -2.2972 -1.9250 -0.2031
11 N 0.9437 -1.3790 -0.0820
12 N -2.1327 -0.1584 0.5708
13 O 2.8389 -0.2093 0.4115
14 O -1.9294 -1.0301 -0.5580

These are the Mulliken partial charges, in e, on atoms 1 to 5: number 1, C, carries 0.468; number 2, C, carries -0.352; number 3, C, carries -0.266; number 4, C, carries -0.068; number 5, H, carries 0.324

Entry x
Entry from the OMol25 dataset: the molecule C4H6N2O2 (ωB97M-V/def2-TZVPD).

Its charge is 0.

Cartesian coordinates (Å):
1 C 2.0659 -0.2011 -0.3129
2 C 0.6563 -0.0043 0.3507
3 C -1.5036 -1.3974 -0.1436
4 C -1.2632 1.3882 0.0906
5 H 2.6253 -0.4851 0.5370
6 H 2.3925 0.8406 -0.5044
7 H 2.1431 -0.7670 -1.1845
8 H 0.7347 0.4260 1.3527
9 H -1.7457 -2.4554 -0.4525
10 H -1.2837 2.4925 0.2400
11 N -2.3552 -0.5256 -0.3187
12 N -2.3195 0.7696 0.0925
13 O -0.2675 -1.2635 0.4550
14 O 0.1207 1.1826 -0.2019

These are the Mulliken partial charges, in e, on atoms 1 to 5: number 1, C, carries -1.145; number 2, C, carries 0.332; number 3, C, carries 0.122; number 4, C, carries -0.023; number 5, H, carries 0.328

Entry y
Entry from the OMol25 dataset: a structure of composition C4H6N2O2 (ωB97M-V/def2-TZVPD).

Its charge is 0.

Cartesian coordinates (Å):
1 C 0.1161 -1.7322 -0.6399
2 C -0.4433 -0.5261 -1.5604
3 C -0.5965 0.7374 -0.8616
4 C 0.1329 0.6177 0.5013
5 H -0.1311 -0.5806 2.2531
6 H -0.6743 -2.2016 -0.1141
7 H 0.8713 -2.3398 -1.0133
8 H -1.4128 -0.9570 -1.9170
9 H 0.3268 -0.2274 -2.1916
10 H 0.8436 1.3207 2.2462
11 N 0.8387 -0.6197 0.4063
12 N 0.2204 1.5385 1.3492
13 O 0.8595 -1.1698 1.7650
14 O -1.1711 1.6665 -1.2885

These are the Mulliken partial charges, in e, on atoms 1 to 5: number 1, C, carries -0.473; number 2, C, carries -0.378; number 3, C, carries 0.314; number 4, C, carries 0.282; number 5, H, carries 0.361

Entry z
Entry from the OMol25 dataset: the molecule C4H6N2O2 (ωB97M-V/def2-TZVPD).

Its charge is 0.

Cartesian coordinates (Å):
1 C -1.3267 -1.9401 -0.3305
2 C 0.5381 -0.4174 0.3600
3 C 0.5491 1.0985 0.2807
4 C 1.8870 1.9242 0.4637
5 H -3.0144 -1.4645 -1.3907
6 H -1.0410 -2.8032 0.2280
7 H -0.9951 0.0831 -0.9029
8 H -0.0484 1.7513 -0.4116
9 H 1.7185 2.9849 -0.2207
10 H 2.8221 1.1761 0.5829
11 N -2.5025 -2.2861 -0.8627
12 N -0.3429 -0.7845 -0.5608
13 O 0.9292 -1.1781 1.2986
14 O 0.8270 1.8560 1.4661

These are the Mulliken partial charges, in e, on atoms 1 to 5: number 1, C, carries -0.067; number 2, C, carries 0.495; number 3, C, carries 0.118; number 4, C, carries -0.350; number 5, H, carries 0.211

In terms of stability, entry x leads; the second structure lies 0.924 eV higher.